The following is a quantum chemistry calculation of a 15-piece molecular cluster, C60H120O30S15 overall in a non-equilibrium geometry, from OMol25.

Bonds (Å) are listed after each position.
Positions of all 225 atoms, in Å:
1 C 12.4737 10.8009 14.3814  C2 1.504, C7 1.588, H8 1.093, H9 1.107
2 C 12.2117 12.2331 14.7590  C1 1.504, C3 1.530, H10 1.086, H11 1.074
3 C 13.0039 12.5556 16.0275  C2 1.530, S4 1.698, H12 1.057, H13 1.089
4 S 14.4423 11.6705 15.8546  C3 1.698, O5 1.453, O6 1.480, C7 1.774
5 O 15.1918 11.3709 17.0624  S4 1.453
6 O 15.2095 12.3390 14.7800  S4 1.480
7 C 13.6845 10.1993 15.2148  C1 1.588, S4 1.774, H14 1.106, H15 1.079
8 H 12.8015 10.7157 13.3426  C1 1.093
9 H 11.5912 10.1453 14.5096  C1 1.107
10 H 11.1648 12.4379 14.9649  C2 1.086
11 H 12.5401 13.0020 14.0844  C2 1.074
12 H 12.5524 12.2768 16.9417  C3 1.057
13 H 13.4258 13.5591 15.9997  C3 1.089
14 H 13.4881 9.5093 16.0571  C7 1.106
15 H 14.3341 9.6734 14.5317  C7 1.079
16 C 15.2138 12.6331 24.9563  C17 1.576, C22 1.530, H23 1.068, H24 1.066
17 C 16.7168 13.0378 25.2010  C16 1.576, C18 1.503, H25 1.080, H26 1.074
18 C 17.4548 12.7822 23.9173  C17 1.503, S19 1.836, H27 1.067, H28 1.075
19 S 16.2636 12.4229 22.5672  C18 1.836, O20 1.451, O21 1.452, C22 1.749
20 O 16.1223 10.9806 22.5053  S19 1.451
21 O 16.5862 13.1867 21.3753  S19 1.452
22 C 14.9130 13.0157 23.5063  C16 1.530, S19 1.749, H29 1.070, H30 1.113
23 H 14.6254 13.0853 25.7241  C16 1.068
24 H 15.1073 11.5730 24.9901  C16 1.066
25 H 17.2698 12.4821 25.9444  C17 1.080
26 H 16.6310 14.0977 25.3554  C17 1.074
27 H 18.0165 11.8757 23.8870  C18 1.067
28 H 18.1184 13.5790 23.6356  C18 1.075
29 H 13.9268 12.6994 23.2363  C22 1.070
30 H 15.0939 14.0951 23.3053  C22 1.113
31 C 10.4138 16.3013 17.5690  C32 1.533, C37 1.508, H38 1.132, H39 1.083
32 C 9.5262 16.1112 16.3333  C31 1.533, C33 1.534, H40 1.083, H41 1.100
33 C 8.6584 14.8833 16.6381  C32 1.534, S34 1.781, H42 1.115, H43 1.059
34 S 9.6753 13.8819 17.7037  C33 1.781, O35 1.440, O36 1.475, C37 1.763
35 O 10.0696 12.6764 17.0215  S34 1.440
36 O 9.0343 13.6678 19.0151  S34 1.475
37 C 11.0712 14.9569 17.7540  C31 1.508, S34 1.763, H44 1.055, H45 1.074
38 H 9.7496 16.3968 18.4811  C31 1.132
39 H 11.0727 17.1597 17.5242  C31 1.083
40 H 10.2111 15.8891 15.5240  C32 1.083
41 H 8.9663 17.0481 16.1955  C32 1.100
42 H 8.5364 14.2879 15.7032  C33 1.115
43 H 7.7935 15.1994 17.1604  C33 1.059
44 H 11.7221 14.8289 16.9339  C37 1.055
45 H 11.6715 14.8763 18.6406  C37 1.074
46 C 18.4064 9.8005 16.0579  C47 1.520, C52 1.556, H53 1.110, H54 1.097
47 C 18.4360 11.3061 15.8480  C46 1.520, C48 1.508, H55 1.079, H56 1.079
48 C 19.8752 11.7208 16.0264  C47 1.508, S49 1.749, H57 1.076, H58 1.085
49 S 20.4860 10.8945 17.4420  C48 1.749, O50 1.465, O51 1.472, C52 1.852
50 O 20.2030 11.7038 18.6301  S49 1.465
51 O 21.8229 10.3264 17.2047  S49 1.472
52 C 19.2530 9.5174 17.3328  C46 1.556, S49 1.852, H59 1.095, H60 1.070
53 H 19.0044 9.3525 15.2371  C46 1.110
54 H 17.4027 9.3623 16.1154  C46 1.097
55 H 17.8478 11.8406 16.5782  C47 1.079
56 H 17.9757 11.5609 14.9055  C47 1.079
57 H 20.0635 12.7773 16.0990  C48 1.076
58 H 20.4898 11.4672 15.1685  C48 1.085
59 H 18.6500 9.5738 18.2456  C52 1.095
60 H 19.7551 8.5761 17.2576  C52 1.070
61 C 11.1693 16.5039 22.3270  C62 1.528, C67 1.515, H68 1.080, H69 1.102
62 C 11.7240 17.7867 21.7086  C61 1.528, C63 1.548, H70 1.088, H71 1.127
63 C 13.0091 17.4409 20.9169  C62 1.548, S64 1.855, H72 1.119, H73 1.063
64 S 13.7134 15.9729 21.8065  C63 1.855, O65 1.437, O66 1.467, C67 1.830
65 O 14.9542 16.4878 22.3162  S64 1.437
66 O 13.8377 14.7251 21.0443  S64 1.467
67 C 12.3507 15.8598 23.0227  C61 1.515, S64 1.830, H74 1.066, H75 1.095
68 H 10.6063 15.8137 21.7164  C61 1.080
69 H 10.3766 16.7644 23.0467  C61 1.102
70 H 11.9618 18.4088 22.5685  C62 1.088
71 H 10.9329 18.1563 20.9965  C62 1.127
72 H 13.8292 18.2007 20.9677  C63 1.119
73 H 12.9061 17.1726 19.8934  C63 1.063
74 H 12.6590 16.3130 23.9368  C67 1.066
75 H 12.1390 14.7904 23.1268  C67 1.095
76 C 18.3359 16.1592 22.2995  C77 1.569, C82 1.492, H83 1.157, H84 1.115
77 C 17.9319 17.6326 21.9417  C76 1.569, C78 1.529, H85 1.109, H86 1.063
78 C 19.2121 18.4105 21.6349  C77 1.529, S79 1.815, H87 1.066, H88 1.082
79 S 20.3782 17.9003 22.9281  C78 1.815, O80 1.474, O81 1.452, C82 1.856
80 O 20.2111 18.8655 24.0300  S79 1.474
81 O 21.7186 17.7226 22.3984  S79 1.452
82 C 19.4631 16.3205 23.2635  C76 1.492, S79 1.856, H89 1.092, H90 1.084
83 H 18.7013 15.4990 21.4225  C76 1.157
84 H 17.5043 15.5239 22.6850  C76 1.115
85 H 17.4952 18.0132 22.8869  C77 1.109
86 H 17.1464 17.6096 21.2266  C77 1.063
87 H 19.1558 19.4456 21.8829  C78 1.066
88 H 19.6158 18.2490 20.6446  C78 1.082
89 H 19.1571 16.5115 24.2943  C82 1.092
90 H 20.2675 15.6010 23.1631  C82 1.084
91 C 22.0848 17.2741 16.7950  C92 1.520, C97 1.551, H98 1.117, H99 1.103
92 C 20.9559 16.4354 17.3706  C91 1.520, C93 1.564, H100 1.102, H101 1.087
93 C 19.6398 17.2757 17.2896  C92 1.564, S94 1.844, H102 1.090, H103 1.098
94 S 20.2266 19.0109 17.0780  C93 1.844, O95 1.459, O96 1.456, C97 1.770
95 O 19.6521 19.8224 18.1457  S94 1.459
96 O 20.0373 19.5931 15.7570  S94 1.456
97 C 21.9639 18.7406 17.2845  C91 1.551, S94 1.770, H104 1.074, H105 1.119
98 H 22.1620 17.3516 15.6833  C91 1.117
99 H 23.0431 16.7904 17.0483  C91 1.103
100 H 21.1744 16.2474 18.4343  C92 1.102
101 H 20.9425 15.5153 16.7928  C92 1.087
102 H 19.1891 17.2834 18.2816  C93 1.090
103 H 18.9323 16.9555 16.5132  C93 1.098
104 H 22.2089 18.9047 18.3173  C97 1.074
105 H 22.5602 19.4419 16.6482  C97 1.119
106 C 17.3749 22.1665 20.4299  C107 1.573, C112 1.557, H113 1.089, H114 1.107
107 C 16.9861 20.8887 19.5996  C106 1.573, C108 1.539, H115 1.048, H116 1.078
108 C 15.4550 20.9231 19.4490  C107 1.539, S109 1.739, H117 1.084, H118 1.102
109 S 14.9165 21.5992 20.9582  C108 1.739, O110 1.447, O111 1.481, C112 1.787
110 O 14.3817 20.5844 21.8405  S109 1.447
111 O 14.0378 22.7221 20.5588  S109 1.481
112 C 16.4432 22.1866 21.6776  C106 1.557, S109 1.787, H119 1.114, H120 1.100
113 H 17.2956 23.0153 19.7522  C106 1.089
114 H 18.4280 22.1399 20.7714  C106 1.107
115 H 17.2861 20.0465 20.1463  C107 1.048
116 H 17.4413 20.9065 18.6224  C107 1.078
117 H 14.9560 19.9711 19.3108  C108 1.084
118 H 15.1372 21.6313 18.6665  C108 1.102
119 H 16.7455 21.4201 22.4276  C112 1.114
120 H 16.2761 23.1528 22.1772  C112 1.100
121 C 11.0776 22.8092 19.4267  C122 1.520, C127 1.543, H128 1.041, H129 1.063
122 C 11.3131 21.4500 20.0655  C121 1.520, C123 1.534, H130 1.068, H131 1.020
123 C 11.9661 20.6007 18.9673  C122 1.534, S124 1.853, H132 1.055, H133 1.099
124 S 11.0503 21.1100 17.4391  C123 1.853, O125 1.475, O126 1.430, C127 1.810
125 O 9.9243 20.1622 17.3470  S124 1.475
126 O 11.8565 21.3962 16.2934  S124 1.430
127 C 10.3854 22.6769 18.0543  C121 1.543, S124 1.810, H134 1.082, H135 1.036
128 H 11.9291 23.4010 19.3356  C121 1.041
129 H 10.4685 23.4256 20.0418  C121 1.063
130 H 10.3993 21.0520 20.4500  C122 1.068
131 H 12.0397 21.5342 20.7769  C122 1.020
132 H 11.8847 19.5512 19.0328  C123 1.055
133 H 12.9939 20.9886 18.9407  C123 1.099
134 H 9.3403 22.4902 18.2613  C127 1.082
135 H 10.6730 23.4639 17.4451  C127 1.036
136 C 12.1686 9.4250 18.7358  C137 1.551, C142 1.500, H143 1.130, H144 1.039
137 C 13.6202 9.1647 19.2170  C136 1.551, C138 1.579, H145 1.114, H146 1.072
138 C 14.1619 10.3374 20.1250  C137 1.579, S139 1.834, H147 1.133, H148 1.071
139 S 12.6515 11.3460 20.3807  C138 1.834, O140 1.448, O141 1.451, C142 1.845
140 O 12.6568 12.3665 19.3529  S139 1.448
141 O 12.4384 11.7647 21.7538  S139 1.451
142 C 11.3901 10.1272 19.8083  C136 1.500, S139 1.845, H149 1.110, H150 1.104
143 H 11.7374 8.4296 18.4197  C136 1.130
144 H 12.1369 9.9883 17.8636  C136 1.039
145 H 14.2944 9.0359 18.3400  C137 1.114
146 H 13.5961 8.2456 19.7680  C137 1.072
147 H 14.9250 11.0024 19.6163  C138 1.133
148 H 14.4271 10.0118 21.1100  C138 1.071
149 H 10.5318 10.6778 19.3693  C142 1.110
150 H 11.1298 9.3366 20.5341  C142 1.104
151 C 10.7733 20.2213 13.6067  C152 1.542, C157 1.506, H158 1.107, H159 1.074
152 C 11.5748 20.0770 12.2976  C151 1.542, C153 1.548, H160 1.054, H161 1.097
153 C 10.7032 19.2617 11.3118  C152 1.548, S154 1.829, H162 1.102, H163 1.110
154 S 9.7977 18.0667 12.3592  C153 1.829, O155 1.464, O156 1.438, C157 1.837
155 O 10.4992 16.7922 12.1977  S154 1.464
156 O 8.3817 18.1540 12.1260  S154 1.438
157 C 10.2112 18.8692 13.9594  C151 1.506, S154 1.837, H164 1.088, H165 1.107
158 H 9.9547 20.9627 13.5263  C151 1.107
159 H 11.5475 20.6005 14.2465  C151 1.074
160 H 12.4409 19.5617 12.6047  C152 1.054
161 H 11.8145 21.0554 11.8636  C152 1.097
162 H 11.3588 18.7741 10.5720  C153 1.102
163 H 9.9169 19.8920 10.8473  C153 1.110
164 H 10.9298 18.2729 14.5175  C157 1.088
165 H 9.2612 18.9994 14.5128  C157 1.107
166 C 16.1706 21.7492 15.3027  C167 1.539, C172 1.559, H173 1.097, H174 1.099
167 C 15.0508 20.7372 15.6041  C166 1.539, C168 1.519, H175 1.090, H176 1.113
168 C 15.0076 20.0041 14.2739  C167 1.519, S169 1.857, H177 1.095, H178 1.098
169 S 16.7677 19.6578 13.7943  C168 1.857, O170 1.437, O171 1.457, C172 1.777
170 O 16.8814 19.7742 12.3666  S169 1.437
171 O 17.0888 18.3519 14.3543  S169 1.457
172 C 17.4178 20.9303 14.8502  C166 1.559, S169 1.777, H179 1.064, H180 1.080
173 H 16.4678 22.2406 16.2374  C166 1.097
174 H 15.8368 22.4984 14.5711  C166 1.099
175 H 14.1231 21.2801 15.7849  C167 1.090
176 H 15.3321 20.0248 16.4118  C167 1.113
177 H 14.6800 20.5495 13.3831  C168 1.095
178 H 14.3852 19.1025 14.3403  C168 1.098
179 H 18.2661 21.5145 14.5833  C172 1.064
180 H 17.7218 20.3421 15.7039  C172 1.080
181 C 15.3415 14.7091 11.6835  C182 1.539, C187 1.570, H188 1.117, H189 1.108
182 C 13.9699 14.0491 11.4582  C181 1.539, C183 1.516, H190 1.077, H191 1.049
183 C 12.9121 15.0540 11.8715  C182 1.516, S184 1.886, H192 1.099, H193 1.110
184 S 13.6976 15.7656 13.4321  C183 1.886, O185 1.460, O186 1.450, C187 1.798
185 O 13.1810 15.1809 14.6658  S184 1.460
186 O 13.5964 17.2102 13.3540  S184 1.450
187 C 15.3629 15.1307 13.1957  C181 1.570, S184 1.798, H194 1.121, H195 1.080
188 H 15.4803 15.6500 11.0986  C181 1.117
189 H 16.1646 13.9728 11.5907  C181 1.108
190 H 13.9563 13.1701 12.0796  C182 1.077
191 H 14.0009 13.6247 10.4991  C182 1.049
192 H 11.9228 14.6490 12.1272  C183 1.099
193 H 12.8304 15.8888 11.1442  C183 1.110
194 H 15.3660 14.2568 13.8980  C187 1.121
195 H 16.1305 15.8275 13.4974  C187 1.080
196 C 13.9797 18.9663 25.5548  C197 1.546, C202 1.486, H203 1.108, H204 1.049
197 C 14.7186 19.0781 26.9079  C196 1.546, C198 1.610, H205 1.109, H206 1.081
198 C 15.4452 17.6559 27.1148  C197 1.610, S199 1.764, H207 1.054, H208 1.068
199 S 15.5589 16.9617 25.4972  C198 1.764, O200 1.455, O201 1.442, C202 1.847
200 O 14.6432 15.8314 25.4493  S199 1.455
201 O 16.9355 16.7175 25.1426  S199 1.442
202 C 14.9083 18.4019 24.5411  C196 1.486, S199 1.847, H209 1.039, H210 1.091
203 H 13.5190 19.9484 25.3311  C196 1.108
204 H 13.1438 18.3372 25.6307  C196 1.049
205 H 14.1103 19.2758 27.8136  C197 1.109
206 H 15.4378 19.8812 26.8315  C197 1.081
207 H 14.7877 17.0580 27.6809  C198 1.054
208 H 16.4250 17.6667 27.5389  C198 1.068
209 H 14.4406 18.0682 23.6757  C202 1.039
210 H 15.7407 19.0747 24.3293  C202 1.091
211 C 15.4355 14.8124 18.1290  C212 1.556, C217 1.517, H218 1.113, H219 1.075
212 C 16.0267 15.0209 16.7045  C211 1.556, C213 1.490, H220 1.134, H221 1.068
213 C 15.9256 16.4470 16.2834  C212 1.490, S214 1.824, H222 1.092, H223 1.095
214 S 15.7470 17.4369 17.8047  C213 1.824, O215 1.459, O216 1.432, C217 1.814
215 O 14.4551 18.0907 17.9839  S214 1.459
216 O 16.9154 18.2505 17.9584  S214 1.432
217 C 15.8733 16.0219 18.9331  C211 1.517, S214 1.814, H224 1.089, H225 1.109
218 H 15.6824 13.8347 18.6011  C211 1.113
219 H 14.3675 14.9170 18.1998  C211 1.075
220 H 15.5566 14.3157 15.9513  C212 1.134
221 H 17.0313 14.6602 16.6926  C212 1.068
222 H 14.9809 16.6911 15.7930  C213 1.092
223 H 16.8289 16.8945 15.8550  C213 1.095
224 H 15.2289 16.1195 19.8057  C217 1.089
225 H 16.9101 15.9606 19.3230  C217 1.109

Calculated values
- HOMO level (eV) = -9.826
- E (eV) = -288112.732
- net charge = 0
- relative energy (zero: lowest compared OMol25 entry of this formula, charge and spin) (kcal/mol) = 32.4